1.
{"formula": "C5H17N2O", "method": "the ωB97M-V functional and the def2-TZVPD basis", "symbols": ["N", "C", "C", "C", "N", "C", "C", "H", "H", "H", "H", "H", "H", "H", "H", "H", "H", "H", "H", "H", "H", "H", "H", "H", "O"], "positions_angstrom": [[0.89159, -1.22679, -0.80539], [1.63328, 0.11235, -0.90466], [1.94845, 0.49023, -2.24429], [0.56143, 1.17928, -0.39062], [0.22827, 0.88057, 1.01474], [-1.21288, 1.10655, 1.43389], [-1.24207, 0.81820, 2.90025], [1.61217, -1.93480, -0.39586], [0.09578, -1.20390, -0.16452], [0.57734, -1.66167, -1.69767], [2.53250, 0.20117, -0.15234], [1.97993, 1.61274, -2.24814], [1.21203, 0.31959, -3.05315], [3.02028, 0.23034, -2.59335], [0.91022, 2.19580, -0.51060], [-0.24074, 1.00687, -1.21766], [0.78602, 1.21701, 1.85436], [-1.63051, 2.13742, 1.36370], [-1.89568, 0.40996, 0.81294], [-2.09764, 0.30162, 3.27290], [-1.04281, 1.79127, 3.34084], [-0.45523, 0.10667, 3.28246], [-2.83067, -2.50369, -0.11844], [-2.75099, -3.01961, -1.48935], [-2.21878, -2.62787, -0.81488]], "forces_ev_per_a": [[2.722, -2.213, 0.636], [-1.089, 1.605, 3.729], [3.017, 1.893, -3.716], [0.215, -1.369, 0.004], [-2.069, 0.152, 0.297], [-0.184, -1.401, -1.351], [1.400, -0.732, 1.096], [-1.807, 1.266, -0.765], [-0.043, 0.306, 0.307], [0.237, 0.772, 0.482], [-1.697, -0.936, -1.549], [0.179, -0.832, 0.011], [0.264, -0.549, 0.593], [-1.886, -0.056, 0.347], [0.399, 0.155, -0.319], [0.370, 0.522, 2.157], [-0.184, -0.154, -2.323], [0.619, -0.501, -0.742], [1.090, 1.033, 0.853], [-1.156, 0.426, 0.173], [-0.345, -0.223, 0.892], [-0.245, 0.727, -0.828], [-0.894, 0.268, 1.347], [-0.395, -0.480, -0.929], [1.481, 0.322, -0.401]], "mulliken_charge": [-0.293, 0.334, -1.362, -1.094, -0.238, -0.053, -1.342, 0.392, 0.260, 0.398, 0.310, 0.333, 0.412, 0.330, 0.473, 0.377, 0.276, 0.248, 0.184, 0.348, 0.376, 0.314, 0.305, 0.313, -0.602], "de_lowest_kcal_mol": 51.46, "orbital_gap_ev": 9.7404, "lumo_ev": -3.041, "e_homo_ev": -12.782, "total_charge": 1}

=====

2.
{"formula": "C3H5N3S", "method": "the ωB97M-V functional and the def2-TZVPD basis", "symbols": ["C", "C", "C", "H", "H", "H", "H", "H", "N", "N", "N", "S"], "positions_angstrom": [[1.41377, -1.04436, -0.00434], [-0.48459, 0.58217, -0.00537], [-1.97453, 0.60256, -0.00075], [3.26638, -0.76454, 0.01192], [1.51244, -2.12037, -0.00381], [-0.62432, -1.42852, 0.00220], [-0.41766, 2.44761, 0.02033], [-2.37717, 1.62098, -0.01141], [2.38463, -0.22009, -0.00097], [0.07443, -0.67447, -0.00258], [0.20198, 1.66457, -0.00418], [-2.97536, -0.66552, -0.00105]], "forces_ev_per_a": [[0.222, 0.930, 0.040], [0.561, 0.400, 0.075], [-0.440, -0.091, -0.044], [-0.632, 0.435, -0.042], [0.051, -0.379, 0.007], [0.587, 0.486, -0.021], [-0.528, 0.706, -0.042], [0.071, -0.196, 0.025], [0.178, -0.959, 0.028], [-0.544, -0.559, -0.061], [0.106, -1.116, 0.022], [0.370, 0.341, 0.013]], "mulliken_charge": [-0.057, 0.748, -0.316, 0.247, 0.349, 0.153, 0.221, 0.213, -0.544, -0.133, -0.606, -0.274], "de_lowest_kcal_mol": 34.26, "orbital_gap_ev": 8.1973, "lumo_ev": -1.295, "smiles": "[H]/N=C/N/C(C=S)=N/[H]", "e_homo_ev": -9.493, "total_charge": 0}

=====

3.
{"formula": "C44H51CsN6O3P2S4", "method": "the ωB97M-V functional and the def2-TZVPD basis", "symbols": ["Cs", "C", "S", "C", "S", "N", "N", "C", "C", "C", "C", "C", "C", "N", "H", "H", "H", "H", "H", "H", "H", "H", "O", "P", "C", "P", "O", "C", "C", "C", "C", "C", "C", "C", "C", "C", "C", "C", "C", "C", "C", "C", "C", "C", "C", "C", "C", "C", "C", "C", "C", "H", "H", "H", "H", "H", "H", "H", "H", "H", "H", "H", "H", "H", "H", "H", "H", "H", "H", "H", "H", "H", "H", "O", "S", "C", "C", "C", "C", "H", "H", "H", "H", "H", "H", "H", "H", "C", "C", "N", "C", "N", "C", "C", "C", "N", "C", "H", "H", "H", "H", "H", "H", "H", "H", "H", "H", "H", "H", "H", "S"], "positions_angstrom": [[-0.88003, -0.35226, 0.62280], [-3.39404, -3.39247, 6.23818], [-2.54145, -3.90824, 4.73932], [-3.49867, -3.12767, 3.41809], [-4.96876, -2.30684, 3.69568], [-2.91791, -3.37615, 2.29422], [-3.27704, -2.76227, 1.16391], [-3.69898, -3.48685, 0.20927], [-3.99460, -2.92356, -1.11972], [-4.55998, -3.75758, -2.08998], [-4.85968, -3.25226, -3.34169], [-4.59441, -1.91938, -3.60757], [-4.02771, -1.16849, -2.58857], [-3.72343, -1.64062, -1.38365], [-2.79087, -3.77002, 7.06790], [-4.39876, -3.80821, 6.27568], [-3.45907, -2.30802, 6.27947], [-3.86661, -4.55471, 0.35269], [-4.75832, -4.79439, -1.84422], [-5.29763, -3.88935, -4.10089], [-4.81163, -1.47524, -4.57027], [-3.80287, -0.11772, -2.74893], [1.06585, -0.49185, 2.15542], [2.42652, -0.55864, 1.52030], [2.48030, -1.96692, 0.27447], [1.84316, -1.51363, -1.35477], [0.45558, -0.95876, -1.32189], [3.04519, -0.51525, -2.25620], [2.71395, 0.79511, -2.57362], [3.59498, 1.56209, -3.32831], [4.78591, 1.01737, -3.78637], [5.11850, -0.29552, -3.47108], [4.24911, -1.06111, -2.70772], [1.84626, -3.07878, -2.30305], [2.76764, -4.10549, -2.14069], [2.70549, -5.24457, -2.93579], [1.71466, -5.36848, -3.89910], [0.78447, -4.35254, -4.06420], [0.85065, -3.21395, -3.26937], [3.10948, 0.86351, 0.87505], [4.39972, 0.78051, 0.29352], [5.12072, 1.87929, -0.08230], [4.53917, 3.18354, 0.18991], [3.31705, 3.33560, 0.73478], [2.36704, 2.19489, 1.00860], [3.58562, -1.30459, 2.75486], [3.27435, -2.53807, 3.33664], [4.10148, -3.10095, 4.30024], [5.25417, -2.43062, 4.70026], [5.55997, -1.19457, 4.14537], [4.72704, -0.63122, 3.18025], [1.83819, -2.77061, 0.64332], [3.50216, -2.33930, 0.18295], [1.82110, 1.24389, -2.13975], [3.34826, 2.59825, -3.53422], [5.47183, 1.62132, -4.36939], [6.05456, -0.72058, -3.81594], [4.50935, -2.08727, -2.47190], [3.53783, -4.02935, -1.38161], [3.42837, -6.04000, -2.79643], [1.66108, -6.26148, -4.51051], [0.00138, -4.44966, -4.80724], [0.12152, -2.41828, -3.37699], [4.84234, -0.20771, 0.15696], [6.09548, 1.78786, -0.54676], [5.12678, 4.07019, -0.04138], [2.92644, 4.32875, 0.93335], [1.95371, 2.30800, 2.01450], [2.36117, -3.05024, 3.04743], [3.84397, -4.05560, 4.74648], [5.90752, -2.86997, 5.44581], [6.44884, -0.66120, 4.46560], [4.95590, 0.33507, 2.74328], [-0.79148, 3.86881, -4.72739], [-1.31267, 3.09433, -3.55026], [-2.96693, 2.54029, -4.05637], [-2.69377, 1.60938, -5.22960], [-1.61371, 0.63492, -4.73984], [-0.72135, 1.38467, -3.73182], [-3.54982, 3.42511, -4.30812], [-3.41332, 2.03222, -3.19580], [-2.30981, 2.21051, -6.05347], [-3.59279, 1.09281, -5.57510], [-1.02993, 0.24611, -5.57406], [-2.07772, -0.21749, -4.24513], [0.31750, 1.47282, -4.04279], [-0.74864, 0.93350, -2.73894], [-0.91726, 4.34471, 4.51450], [-0.61716, 2.92410, 4.07782], [-1.07340, 2.78045, 2.71519], [-2.34222, 3.13867, 2.34153], [-2.91642, 2.51301, 1.38062], [-4.19907, 2.97649, 0.88521], [-4.48193, 4.43051, 1.22870], [-4.23092, 4.61854, 2.71254], [-2.86344, 4.25431, 3.01555], [-2.40727, 4.58998, 4.35394], [-0.36531, 5.03077, 3.86811], [-0.62152, 4.51470, 5.55186], [-1.11368, 2.21899, 4.76036], [0.45018, 2.71391, 4.10620], [-0.66505, 2.05544, 2.13961], [-4.99425, 2.34446, 1.29766], [-4.22056, 2.83489, -0.19882], [-5.50822, 4.70983, 0.97405], [-3.79405, 5.07418, 0.67289], [-4.94754, 4.01598, 3.29284], [-4.37024, 5.66109, 3.00608], [-2.95680, 4.00987, 5.11263], [-2.64072, 5.64268, 4.52893], [0.86190, 2.34823, -0.09384]], "forces_ev_per_a": [[-3.824, 0.584, 0.863], [-0.038, 0.002, -0.142], [-0.010, 0.015, -0.044], [-0.362, 0.145, 0.012], [0.193, -0.043, 0.090], [0.598, -0.590, 0.288], [-0.358, 0.561, -0.200], [0.006, 0.008, -0.163], [0.005, -0.023, 0.002], [-0.047, -0.093, -0.038], [-0.017, -0.131, 0.049], [0.014, 0.012, 0.024], [0.068, 0.045, 0.222], [-0.024, 0.089, -0.077], [-0.043, 0.021, -0.043], [-0.005, 0.021, 0.040], [-0.006, -0.002, 0.052], [0.023, -0.090, -0.049], [-0.001, 0.029, -0.020], [-0.002, -0.020, 0.006], [0.009, 0.021, 0.013], [-0.004, -0.043, 0.018], [1.607, -0.160, 0.847], [0.593, 0.023, 0.497], [-0.172, 0.343, -0.141], [0.071, -0.156, -0.096], [1.579, -0.795, -2.029], [0.030, -0.127, -0.192], [0.073, 0.146, 0.098], [0.002, -0.003, -0.017], [-0.055, -0.007, 0.056], [-0.066, -0.026, 0.051], [-0.021, 0.065, 0.004], [-0.169, 0.061, -0.048], [0.075, -0.162, 0.013], [0.036, 0.040, 0.064], [0.021, -0.007, 0.025], [-0.026, 0.133, 0.060], [-0.038, -0.066, -0.071], [0.063, 0.111, 0.050], [-0.142, 0.153, 0.001], [-0.145, 0.063, 0.035], [0.009, -0.102, 0.015], [0.058, -0.180, 0.011], [-0.066, -0.098, -0.402], [-0.107, -0.206, 0.116], [0.070, 0.031, 0.017], [-0.004, 0.064, -0.059], [-0.039, 0.052, -0.071], [-0.071, -0.018, -0.029], [0.025, -0.078, 0.016], [0.048, -0.095, 0.076], [0.040, 0.029, 0.001], [0.012, 0.002, 0.024], [0.005, -0.066, 0.026], [-0.014, 0.001, 0.003], [-0.026, 0.006, 0.018], [0.013, 0.024, -0.020], [-0.012, -0.022, -0.011], [-0.012, 0.022, 0.012], [0.007, 0.015, -0.001], [0.012, 0.024, 0.028], [0.005, -0.042, 0.001], [0.018, 0.023, -0.045], [-0.025, -0.005, 0.022], [-0.029, -0.013, 0.013], [0.004, -0.014, -0.022], [0.047, -0.009, 0.095], [0.040, 0.032, 0.028], [0.004, 0.036, -0.021], [-0.019, 0.013, 0.008], [-0.030, -0.020, -0.018], [-0.015, -0.027, 0.007], [-0.101, -0.175, 0.099], [0.131, 0.150, -0.099], [0.007, -0.009, -0.046], [-0.057, -0.071, 0.067], [0.023, 0.127, -0.073], [-0.045, -0.013, 0.039], [-0.018, 0.006, 0.037], [-0.004, 0.024, -0.054], [0.000, 0.022, -0.043], [-0.007, 0.001, 0.041], [0.022, 0.000, -0.002], [0.024, -0.039, 0.012], [0.020, 0.001, 0.069], [0.163, 0.020, 0.057], [-0.010, 0.029, -0.091], [-0.051, 0.037, -0.103], [-0.195, -0.167, 0.229], [0.000, 0.013, -0.088], [0.014, 0.046, 0.009], [0.154, -0.030, 0.123], [0.053, 0.010, 0.002], [0.048, -0.060, 0.042], [0.066, -0.010, -0.009], [-0.027, -0.063, -0.103], [0.021, 0.009, 0.043], [-0.017, 0.000, 0.017], [0.021, -0.058, 0.028], [0.040, -0.006, -0.036], [0.157, 0.276, -0.117], [-0.026, -0.055, -0.028], [0.000, -0.010, -0.022], [0.015, -0.002, 0.000], [-0.049, 0.024, 0.000], [-0.018, -0.018, 0.020], [-0.011, 0.085, 0.042], [-0.029, -0.035, 0.016], [-0.042, 0.079, 0.009], [0.291, 0.340, -0.036]], "mulliken_charge": [1.223, -0.844, -0.098, 0.216, -0.524, -0.801, 0.369, -0.941, 0.996, -0.747, -0.408, -0.582, -0.095, -0.050, 0.303, 0.273, 0.259, 0.257, 0.347, 0.410, 0.389, 0.382, -1.152, 0.737, -1.138, 0.700, 0.116, 0.718, -0.302, -1.007, -0.634, -0.754, -0.715, 0.286, -0.155, -0.761, -0.423, -0.646, -0.834, 0.511, -0.443, -1.006, -0.697, -0.706, 0.943, 0.362, -0.550, -0.670, -0.389, -0.655, -0.317, 0.534, 0.530, 0.636, 0.468, 0.379, 0.376, 0.307, 0.292, 0.379, 0.363, 0.407, 0.485, 0.273, 0.387, 0.250, 0.373, -0.502, 0.341, 0.373, 0.343, 0.384, 0.308, -0.780, 0.570, -0.484, -0.844, -0.271, 0.122, 0.490, 0.001, 0.387, 0.332, 0.378, -0.115, 0.089, 0.045, -0.598, -0.646, 0.463, 0.069, -0.047, -0.502, -0.709, -0.681, 0.174, -0.683, 0.292, 0.392, 0.295, 0.292, -0.603, 0.309, 0.116, 0.364, 0.287, 0.295, 0.381, 0.289, 0.346, -0.252], "de_lowest_kcal_mol": 75.84, "orbital_gap_ev": 4.0053, "lumo_ev": 3.458, "e_homo_ev": -0.547, "total_charge": -2}